[1]
Formula: C48H55N6O3PY
Source: the OMol25 dataset
Level of theory: ωB97M-V with the def2-TZVPD basis set

The HOMO-LUMO gap (alpha / beta) comes out at 0.093 / 0.093 hartree. As for the net charge: -1. For the LUMO energy (alpha / beta), the calculation gives 0.511 / 0.510 eV.

```
114
Properties=species:S:1:pos:R:3:forces:R:3
C 1.973 -1.568 4.764 0.3860 -0.6720 0.9122
C -1.369 2.132 -4.184 0.4596 1.6649 -4.8197
C -1.445 3.603 -4.360 0.2847 -1.5876 0.9743
H -0.999 1.591 2.652 -0.2631 0.1488 0.6816
C 2.279 -2.729 2.662 -0.0002 -0.9251 0.2410
C -6.794 0.787 -1.939 -0.7273 -0.2324 0.2750
H -1.165 3.821 -7.747 -0.0859 0.1151 -0.1061
H -8.106 -0.019 -3.413 -0.3271 -0.4046 -0.0626
C -1.497 4.164 -5.595 0.8750 -1.5569 -2.5903
H 6.281 0.226 5.887 0.0621 0.4356 -0.3031
H -1.648 0.794 1.026 -0.1408 -0.0087 -0.2243
H 1.506 2.389 3.208 -0.2789 -0.0086 -0.3205
C -3.659 -2.459 0.525 -0.5112 0.2841 0.6533
C 3.329 0.311 0.000 -1.1896 0.7983 -1.3933
C -1.872 5.627 1.820 0.3555 -0.6652 -1.0587
C 5.529 -0.313 -0.851 0.1253 0.4168 -0.1853
C 4.312 0.288 -1.045 1.0841 -0.4837 0.3543
H -2.436 6.478 1.396 0.0618 -0.4129 0.4303
C 2.445 -3.910 3.409 0.1478 0.5097 0.3664
H -1.962 3.939 -1.085 0.4935 -0.2323 -0.2149
N -1.411 1.270 0.153 -0.1308 1.1385 0.9359
H -0.354 4.326 -0.471 -0.2866 -0.7826 0.3484
C -1.022 3.476 -0.714 -0.5384 0.9623 -0.5292
H 4.847 -1.007 4.366 -0.3593 0.5306 0.3141
C 1.957 -2.797 1.154 0.7054 -0.6004 0.0872
H -6.473 -1.887 -4.002 -0.0113 -0.2477 -0.5177
H 1.765 -1.822 0.673 0.0483 -0.3668 0.2753
N -1.817 3.111 1.640 1.1486 -0.6403 -0.9656
C -1.668 2.985 4.169 -0.4077 0.3146 -0.2591
H -2.762 1.635 2.838 0.4434 0.5592 0.1183
N -1.915 -2.878 -3.421 -0.9635 -0.5059 0.2860
H 2.791 -6.464 -4.425 -0.0494 -0.2949 -0.4641
N -4.560 -0.106 -1.854 -0.6810 -0.2066 -0.2054
P 2.554 0.000 2.651 -0.6748 1.6151 -1.3336
C 4.274 2.805 5.001 -0.3199 -0.3613 -1.0010
H -2.812 -4.164 1.688 -0.4256 0.5073 -0.6413
H 1.822 -0.644 5.297 -0.1059 0.2727 0.0339
C 5.534 0.806 5.332 -0.0713 -0.4237 0.8016
H 1.584 -2.810 6.502 0.7475 0.1274 -0.3105
H -5.163 1.510 -0.705 -0.2547 -0.4186 -0.4147
H 1.242 0.790 0.403 0.1792 0.0603 0.0943
H -0.662 3.324 4.248 0.9221 0.3389 0.1688
C -7.152 -0.146 -2.936 0.8950 0.5769 0.2983
C 2.599 -4.567 -3.568 -0.3976 -0.1815 0.1170
H -3.320 4.124 2.537 0.0003 0.2221 0.1441
C 3.694 -0.170 1.260 -0.1879 -0.3880 1.3459
C 0.338 -3.588 -3.661 -0.2453 -0.3179 0.1278
H -4.371 -2.297 -0.325 0.6644 -0.2124 0.8942
H -2.308 3.858 4.335 -0.0844 -0.1830 -0.2260
C -2.638 4.275 1.702 -0.5643 1.4510 -0.6409
H 1.861 1.020 -1.333 -0.0551 0.1050 0.4605
C -1.422 2.567 0.380 -0.2331 -0.9180 1.5997
H 5.977 2.767 6.306 -0.1676 -0.5920 -0.3583
H 2.164 3.787 4.075 -0.1774 0.5392 0.0883
C 0.817 -5.620 -4.855 -0.1854 -0.3870 -0.1717
H -4.405 -2.950 -3.661 0.1070 0.0218 -0.3929
H -1.956 -1.415 1.004 -0.2892 -0.4000 -0.1958
H 2.654 -4.844 2.897 -0.1405 -0.0084 -0.0402
C 1.683 -3.530 -3.236 0.1826 0.2632 -0.3620
H 2.725 -3.329 0.534 -0.3234 0.6523 0.6731
C 2.296 -1.544 3.423 -0.3988 -1.2881 -0.9175
C 5.879 -0.871 0.394 -1.3345 -0.0302 1.3373
H 1.073 -3.456 1.070 0.0666 0.4422 -0.0056
C -0.914 1.387 -5.419 -0.4267 0.8095 2.8640
H -0.581 2.863 -1.502 -0.2423 0.2607 -0.0150
H 3.648 -4.560 -3.200 -1.0536 0.1694 -0.2089
O -2.567 -1.506 0.253 -0.5724 -0.7642 0.4544
C 4.912 -0.741 1.435 2.6742 -1.1386 -0.2596
H -1.097 -4.593 -4.759 -0.4347 -0.3468 -0.6391
C -4.943 -1.075 -2.714 -1.1032 0.5432 -0.3958
H 1.141 -1.974 -2.348 1.6337 -0.0053 -0.0181
H -1.438 4.170 -3.435 -0.4738 0.2214 -0.1042
N -2.753 -2.003 -2.839 -1.6734 -0.3847 -1.3833
Y -2.039 -0.099 -1.839 1.9106 2.9353 0.3999
H 5.190 -1.116 2.436 -0.0914 0.0775 -0.7292
H 6.786 -1.419 0.598 0.2144 0.1342 -0.1581
H 2.614 -4.808 5.363 -0.2355 -0.1938 0.0344
C 2.111 -5.637 -4.313 0.3608 0.8988 0.3391
H 4.112 0.754 -1.996 -0.2827 0.0484 -0.1001
H 0.436 -6.395 -5.503 0.2764 -0.3121 0.0137
C -1.841 2.290 2.832 -0.1524 -2.0170 -0.8552
H -1.860 2.305 4.990 -0.0075 -0.3008 0.0261
C -5.506 0.768 -1.445 0.7828 0.2136 0.1429
H -1.641 5.212 -5.789 -0.0702 0.3925 0.3087
C -1.237 3.351 -6.779 0.0894 0.6757 1.5176
C -0.837 2.010 -6.620 0.3350 0.2764 -1.7177
H 2.796 3.392 2.419 -0.7269 -0.3782 0.9222
C -0.670 -2.643 -3.101 2.2944 0.7402 0.2738
H 6.260 -0.265 -1.663 -0.1648 -0.2352 0.1732
H -7.561 1.453 -1.483 0.8365 -0.3844 -0.6530
C -3.246 -3.915 0.688 1.6149 -0.3190 -0.0811
O 2.052 -2.474 -2.556 -0.2797 0.4256 0.8207
C -0.057 -4.618 -4.524 0.3119 0.5759 1.1114
C 4.651 0.059 4.535 1.0462 1.3460 0.5040
C 3.462 2.132 4.040 0.6777 0.4762 1.8009
O -0.231 -1.639 -2.347 -1.9399 -1.1902 -0.8786
H -0.413 1.460 -7.516 -0.7227 0.5846 1.0152
C 2.391 -3.902 4.819 -0.0937 -0.4624 -0.9358
H -0.684 0.342 -5.218 0.0372 0.0465 -0.3399
C 3.638 0.751 3.873 -0.2956 0.7166 -0.4292
C -4.019 -2.087 -3.132 1.5069 -0.7770 0.4251
C -6.219 -1.097 -3.332 -0.0457 0.8953 1.4916
C 1.997 -2.759 5.483 -0.7221 0.2433 0.1784
H -0.951 5.528 1.188 -0.7049 0.2156 0.7509
H -2.448 -4.135 -0.027 -0.0521 -0.0899 -0.1051
H -3.312 4.297 0.840 0.1707 0.1455 -0.1816
H -1.588 5.810 2.853 0.0952 0.1657 -0.0093
N -1.835 1.519 -3.179 -0.7957 -3.0594 3.6093
H -4.030 -4.643 0.499 -0.3715 0.2725 -0.0300
C 5.358 2.190 5.603 -0.4703 -0.8410 -0.1733
C 2.387 2.985 3.392 1.2199 -0.4116 -0.9083
H 3.999 3.833 5.218 0.3199 0.0306 0.0389
H -4.147 -2.240 1.506 0.1194 0.6715 -0.9277
C 2.083 0.799 -0.278 -1.1798 0.2747 -1.1859
```
Positions in Å, forces in eV/Å.



[2]
Formula: C16H38N4O5Sm
Source: the OMol25 dataset
Level of theory: ωB97M-V with the def2-TZVPD basis set

The HOMO-LUMO gap (alpha / beta) comes out at 0.346 / 0.429 hartree. The multiplicity is 6. As for the net charge: +3. For the LUMO energy (alpha / beta), the calculation gives -9.821 / -7.573 eV.

```
64
Properties=species:S:1:pos:R:3:forces:R:3
O 0.099 -1.307 -2.371 0.0314 0.0379 0.1334
H -2.543 -3.228 -1.619 0.0125 -0.0025 -0.0077
C -2.788 -1.914 0.523 0.0116 -0.0459 -0.1749
H -0.899 1.304 -4.230 -0.0037 -0.0110 -0.0058
O -1.718 1.537 0.331 0.1556 0.1269 -0.0691
C 2.001 2.852 0.824 -0.0338 0.1049 -0.1357
H -2.965 -1.824 2.664 -0.0266 0.0164 -0.0307
O -1.728 -1.715 -0.439 0.0667 -0.1343 0.1028
C -2.414 0.550 2.396 0.0083 -0.0138 0.1197
H 1.127 1.921 2.555 -0.0036 0.0192 -0.0128
H 1.123 2.851 -1.044 0.0429 0.0043 0.0102
H 0.057 2.941 0.151 0.0207 0.0236 0.0233
H -3.331 0.919 -0.817 -0.0248 0.0158 -0.0527
C 2.035 -1.906 2.198 -0.0467 -0.1509 -0.0654
H 1.041 0.045 -3.571 -0.0144 0.0307 0.0172
H 2.442 -0.793 -2.092 0.0528 -0.0277 0.0185
Sm 0.193 -0.034 -0.147 -0.2337 0.0682 -0.1890
C -1.952 2.161 -1.922 0.0856 -0.0589 -0.2039
H -2.687 -1.592 -2.274 0.0240 0.0005 -0.0474
C -2.714 1.809 -0.676 -0.0451 -0.0292 0.2570
H 4.518 -0.579 -0.819 0.0111 0.0204 0.0194
H 1.430 -2.897 0.484 0.0518 0.0168 0.0086
H -2.775 2.586 1.795 -0.0020 -0.0142 0.0249
C 3.527 -0.607 -0.363 0.0203 -0.0593 -0.1193
H 0.229 -2.560 1.478 0.0027 -0.0258 0.0005
H 2.767 0.743 -1.715 0.0707 -0.0074 0.0342
H -1.431 3.114 -1.824 -0.0105 0.0090 0.0376
H -3.434 0.278 2.119 0.0019 0.0180 -0.0477
C -2.026 -2.274 -1.737 -0.1145 0.0075 0.1406
H -1.483 -2.548 2.117 0.0073 -0.0165 -0.0353
H -3.351 2.637 -0.361 0.0082 0.0090 -0.0246
H 0.988 -0.243 3.057 -0.0013 -0.0193 0.0021
C 2.047 1.861 1.966 0.0473 -0.0817 0.0673
C 0.078 -0.466 -3.543 0.0717 -0.1845 -0.0388
H 4.206 -0.156 1.628 0.0012 -0.0203 -0.0211
N 1.070 -2.154 1.081 -0.0301 0.0501 -0.0460
C 3.526 0.259 0.879 0.0247 0.0570 0.1618
O -0.964 1.126 -2.153 -0.0835 -0.0040 0.0808
H 2.865 2.110 2.650 0.0101 -0.0089 -0.0115
N 0.918 2.474 -0.121 0.0116 -0.0807 -0.0034
H 3.321 -1.652 -0.140 0.0051 0.0009 0.0142
C -1.038 0.536 -3.466 -0.0446 0.1658 0.0406
H 2.714 -0.267 3.406 -0.0005 -0.0243 0.0039
H -3.582 -1.188 0.331 -0.0213 -0.0034 0.0305
H -2.375 0.666 3.481 -0.0097 -0.0387 -0.0019
H 3.032 -2.179 1.861 0.0199 0.0329 0.0251
C -2.002 1.821 1.710 -0.1060 0.1067 -0.1517
H -0.141 -3.277 -1.909 -0.0081 0.0145 0.0374
H 3.941 1.232 0.623 -0.0011 -0.0062 -0.0353
H -2.025 0.088 -3.602 0.0140 -0.0453 -0.0145
C -0.709 -2.501 -2.423 0.1050 -0.0081 -0.1443
H 0.006 -1.080 -4.442 -0.0307 0.0241 -0.0078
H -1.085 2.233 2.138 0.0203 -0.0579 0.0159
H -2.624 2.234 -2.777 -0.0222 -0.0084 0.0243
H 2.937 2.874 0.270 0.0224 -0.0081 0.0331
N 2.480 -0.146 -1.309 -0.0936 0.0790 -0.0227
C -2.195 -1.756 1.895 0.0435 0.0625 0.1672
N 2.173 0.462 1.477 -0.0193 -0.0511 -0.0355
O -1.507 -0.494 1.981 0.0167 -0.0200 -0.0145
H 1.861 3.861 1.212 -0.0128 -0.0184 0.0440
H 1.818 -2.552 3.049 -0.0116 0.0223 0.0133
H -0.845 -2.821 -3.456 -0.0481 0.0296 0.0046
H -3.204 -2.916 0.407 -0.0077 -0.0001 0.0272
C 1.970 -0.460 2.625 0.0117 0.1123 0.0296
```
Positions in Å, forces in eV/Å.



Sequential relative energy (zero: lowest compared OMol25 entry of this formula, charge and spin) output: 75.9; 0.0 kcal per mole